Version a
This record from the Open Molecules 2025 dataset describes a 2-piece molecular cluster, C5H5NO overall. The level of theory is the ωB97M-V functional and the def2-TZVPD basis.

Net charge = 0
Spin multiplicity = 1
Gap between HOMO and LUMO = 0.319 Eh
Molecular weight = 95.101 g/mol

Positions of all 12 atoms, in Å:
C 2.23 -0.38 0.06
C 0.68 -0.39 0.02
C -1.49 -0.92 -0.03
C -1.64 0.31 0.05
C -0.24 0.77 0.04
H 2.61 -0.39 -0.99
H 2.29 -1.61 0.85
H 2.39 0.58 0.72
H -2.19 -1.88 0.38
H -2.45 0.89 0.39
N -0.17 -1.39 -0.21
O 0.16 1.98 -0.09

These are the Löwdin partial charges, in e, on atoms 1 to 2: -0.022, -0.285

***

Version b
This record from the Open Molecules 2025 dataset describes one molecule with the formula C5H5NO. The level of theory is the ωB97M-V functional and the def2-TZVPD basis.

Net charge = 0
SMILES = N#C[C@@H]1C[C@@H]1C=O
Spin multiplicity = 1
Gap between HOMO and LUMO = 0.399 Eh
Molecular weight = 95.101 g/mol

Positions of all 12 atoms, in Å:
O -1.39 2.17 0.89
C -1.12 1.00 0.86
C 0.26 0.40 0.64
C 0.23 -1.07 0.43
C 0.86 -0.21 -0.63
C 0.24 -0.08 -1.92
N -0.25 0.05 -2.96
H -1.88 0.22 1.14
H 1.03 0.86 1.26
H -0.78 -1.36 0.15
H 0.81 -1.77 1.02
H 1.95 -0.21 -0.68

These are the Löwdin partial charges, in e, on atoms 1 to 2: 0.081, -0.223

***

Version c
This record from the Open Molecules 2025 dataset describes C5H5NO as an isolated structure. The level of theory is the ωB97M-V functional and the def2-TZVPD basis.

Net charge = 0
Spin multiplicity = 1
Gap between HOMO and LUMO = 0.354 Eh
Molecular weight = 95.101 g/mol

Positions of all 12 atoms, in Å:
N 1.55 2.18 -1.32
C 1.24 1.11 -1.03
C 0.83 -0.24 -0.59
O 1.23 -0.56 0.73
C -0.04 -0.84 1.33
C -0.92 0.33 0.94
C -0.67 -0.41 -0.33
H 1.23 -0.99 -1.28
H -0.58 -1.57 0.32
H -1.94 0.25 1.30
H -0.49 1.32 1.03
H -1.43 -0.58 -1.09

These are the Löwdin partial charges, in e, on atoms 1 to 2: 0.169, -0.133

***

Least stable structure: version c

***

Version a
This record from the Open Molecules 2025 dataset describes one molecule with the formula C5H5NO. The level of theory is the ωB97M-V functional and the def2-TZVPD basis.

Net charge = 0
SMILES = N#CO[C@@H]1C=CC1
Spin multiplicity = 1
Gap between HOMO and LUMO = 0.417 Eh
Molecular weight = 95.101 g/mol

Positions of all 12 atoms, in Å:
O -0.54 -1.66 0.25
C -0.26 -0.35 0.85
C -0.98 0.79 0.18
C 1.06 0.29 0.35
C 0.15 1.29 -0.33
C -0.43 -1.68 -1.04
N -0.32 -1.69 -2.19
H -0.39 -0.54 1.92
H -2.02 1.07 0.13
H 1.67 -0.36 -0.29
H 1.69 0.70 1.15
H 0.37 2.13 -0.98

These are the Löwdin partial charges, in e, on atoms 1 to 2: 0.027, -0.248

***

Version b
This record from the Open Molecules 2025 dataset describes one molecule with the formula C5H5NO. The level of theory is the ωB97M-V functional and the def2-TZVPD basis.

Net charge = 0
Spin multiplicity = 1
Gap between HOMO and LUMO = 0.353 Eh
Molecular weight = 95.101 g/mol

Positions of all 12 atoms, in Å:
C 0.98 1.02 -0.25
C 2.51 0.66 -0.06
C 0.24 0.05 0.23
C 0.17 -1.20 1.04
C -2.22 -0.73 0.02
N -0.89 -0.70 0.44
O 2.89 -0.39 0.38
H 0.77 1.88 -0.95
H 3.15 1.43 -0.61
H -2.57 -1.70 -0.03
H -2.94 -0.11 0.71
H -2.09 -0.21 -0.92

These are the Löwdin partial charges, in e, on atoms 1 to 2: -0.039, -0.275

***

Least stable structure: version b

***

Version a
This record from the Open Molecules 2025 dataset describes C5H5NO as an isolated structure. The level of theory is the ωB97M-V functional and the def2-TZVPD basis.

Net charge = 0
Spin multiplicity = 1
Gap between HOMO and LUMO = 0.338 Eh
Molecular weight = 95.101 g/mol

Positions of all 12 atoms, in Å:
C -0.79 0.93 0.10
C -0.31 -0.60 0.05
C -1.28 -1.41 0.45
C 1.07 -0.75 -0.15
C 2.42 -0.70 0.03
H 0.14 2.70 -0.63
H 1.02 1.25 -0.73
H -1.50 -2.78 0.43
H -2.25 -0.79 0.72
H 3.44 -0.52 -0.14
N 0.09 1.72 -0.57
O -2.03 0.95 0.44

These are the Löwdin partial charges, in e, on atoms 1 to 2: -0.385, -0.320

***

Version b
This record from the Open Molecules 2025 dataset describes one molecule with the formula C5H5NO. The level of theory is the ωB97M-V functional and the def2-TZVPD basis.

Net charge = 0
Spin multiplicity = 1
Gap between HOMO and LUMO (alpha / beta) = 0.284 / 0.319 Eh
Molecular weight = 95.101 g/mol

Positions of all 12 atoms, in Å:
O 0.81 1.16 2.00
C 0.50 0.77 0.93
C 1.18 -0.34 0.04
C 2.17 -0.98 -0.30
C -0.74 0.89 -0.04
C -0.51 -0.49 -0.61
N -2.08 0.86 0.22
H 3.01 -1.55 -0.64
H -0.47 1.66 -0.78
H -0.90 -1.31 -0.01
H -0.64 -0.65 -1.68
H -2.24 0.19 0.97

These are the Löwdin partial charges, in e, on atoms 1 to 2: 0.153, -0.294

***

Version c
This record from the Open Molecules 2025 dataset describes one molecule with the formula C5H5NO. The level of theory is the ωB97M-V functional and the def2-TZVPD basis.

Net charge = 0
Spin multiplicity = 1
Gap between HOMO and LUMO (alpha / beta) = 0.271 / 0.267 Eh
Molecular weight = 95.101 g/mol

Positions of all 12 atoms, in Å:
O 0.08 0.55 -2.04
C -0.20 0.37 -0.74
C -1.37 -0.28 -0.34
C -0.83 -1.50 0.72
N 0.28 -1.39 1.30
C 0.71 0.74 0.30
C 0.93 -0.14 1.31
H 1.03 0.58 -2.17
H 0.78 1.82 0.25
H -1.99 0.25 0.39
H -1.95 -0.69 -1.15
H 1.52 0.05 2.21

These are the Löwdin partial charges, in e, on atoms 1 to 2: 0.094, -0.376

***

Version d
This record from the Open Molecules 2025 dataset describes one molecule with the formula C5H5NO. The level of theory is the ωB97M-V functional and the def2-TZVPD basis.

Net charge = 0
SMILES = N#C[C@@H]1C[C@@H]1C=O
Spin multiplicity = 1
Gap between HOMO and LUMO = 0.397 Eh
Molecular weight = 95.101 g/mol

Positions of all 12 atoms, in Å:
O 2.40 -1.25 -1.18
C 1.33 -0.69 -1.10
C 0.70 -0.39 0.21
C 0.09 0.90 0.60
C -0.80 -0.35 0.48
C -1.93 0.20 -0.21
N -2.80 0.94 -0.43
H 0.76 -0.39 -1.99
H 1.21 -0.87 1.04
H -0.09 1.58 -0.23
H 0.24 1.40 1.54
H -1.09 -1.07 1.25

These are the Löwdin partial charges, in e, on atoms 1 to 2: 0.069, -0.219

***

Least stable structure: version b

***

Version a
This record from the Open Molecules 2025 dataset describes one molecule with the formula C5H5NO. The level of theory is the ωB97M-V functional and the def2-TZVPD basis.

Net charge = 0
SMILES = C=C=C=NC(C)=O
Spin multiplicity = 1
Gap between HOMO and LUMO = 0.328 Eh
Molecular weight = 95.101 g/mol

Positions of all 12 atoms, in Å:
C 1.84 -0.60 -1.24
C 0.36 -0.85 -1.19
C -1.23 0.71 1.07
C -1.95 1.50 1.84
C -0.64 -0.41 0.82
O -0.36 -1.12 -2.10
N -0.02 -1.28 0.25
H 2.11 0.19 -0.55
H 2.37 -1.50 -0.97
H 2.12 -0.33 -2.26
H -2.33 2.45 1.48
H -2.26 1.25 2.85

These are the Löwdin partial charges, in e, on atoms 1 to 2: -0.008, -0.436

***

Version b
This record from the Open Molecules 2025 dataset describes C5H5NO as an isolated structure. The level of theory is the ωB97M-V functional and the def2-TZVPD basis.

Net charge = 0
Spin multiplicity = 1
Gap between HOMO and LUMO = 0.378 Eh
Molecular weight = 95.101 g/mol

Positions of all 12 atoms, in Å:
O -0.71 1.15 -1.07
C 0.12 1.05 0.04
C 1.18 0.06 -0.04
C -0.45 -0.08 1.04
C 0.48 -0.99 0.36
C -0.85 -0.11 -1.62
N -1.25 -0.81 -2.45
H 0.35 2.04 0.41
H 2.24 0.09 -0.08
H -1.48 -0.31 0.84
H -0.32 0.04 2.11
H 0.82 -1.94 0.68

These are the Löwdin partial charges, in e, on atoms 1 to 2: 0.029, -0.274

***

Least stable structure: version b

***

Version a
This record from the Open Molecules 2025 dataset describes one molecule with the formula C5H11NO. The level of theory is the ωB97M-V functional and the def2-TZVPD basis.

Net charge = 0
SMILES = CCN1C[C@H]1CO
Spin multiplicity = 1
Gap between HOMO and LUMO = 0.388 Eh
Molecular weight = 101.149 g/mol

Positions of all 18 atoms, in Å:
C 1.48 -0.81 -1.64
C 1.52 -0.03 -0.33
N 0.21 0.52 -0.03
C 0.03 1.13 1.27
C -0.63 -0.15 0.95
C -2.10 -0.22 0.59
O -2.44 0.75 -0.36
H 2.46 -1.22 -1.89
H 1.17 -0.14 -2.46
H 0.76 -1.63 -1.59
H 1.88 -0.68 0.49
H 2.22 0.80 -0.42
H 0.87 1.11 1.96
H -0.56 2.05 1.28
H -0.21 -1.05 1.42
H -2.34 -1.24 0.24
H -2.71 -0.04 1.49
H -1.63 0.88 -0.89

These are the Löwdin partial charges, in e, on atoms 1 to 2: -0.091, -0.267

***

Version b
This record from the Open Molecules 2025 dataset describes one molecule with the formula C5H11NO. The level of theory is the ωB97M-V functional and the def2-TZVPD basis.

Net charge = 0
SMILES = CCN(C)C(C)=O
Spin multiplicity = 1
Gap between HOMO and LUMO = 0.366 Eh
Molecular weight = 101.149 g/mol

Positions of all 18 atoms, in Å:
C 1.68 -1.44 0.01
C 0.30 -1.07 -0.50
N -0.26 0.13 -0.10
C 0.38 0.95 0.93
C -0.24 2.34 1.00
C -1.67 0.30 -0.37
O -0.24 -1.77 -1.33
H 1.86 -1.05 1.01
H 1.70 -2.52 0.08
H 2.44 -1.07 -0.67
H 0.29 0.44 1.89
H 1.43 1.09 0.69
H 0.45 3.01 1.52
H -0.38 2.73 0.00
H -1.13 2.33 1.61
H -2.14 -0.61 -0.72
H -1.86 1.03 -1.15
H -2.20 0.54 0.54

These are the Löwdin partial charges, in e, on atoms 1 to 2: 0.001, -0.508

***

Version c
This record from the Open Molecules 2025 dataset describes one molecule with the formula C5H11NO. The level of theory is the ωB97M-V functional and the def2-TZVPD basis.

Net charge = 0
SMILES = C[C@H]1CN1CCO
Spin multiplicity = 1
Gap between HOMO and LUMO = 0.372 Eh
Molecular weight = 101.149 g/mol

Positions of all 18 atoms, in Å:
C 2.20 -0.02 -1.34
C 1.29 -0.71 -0.37
C 1.18 -0.17 1.00
N 0.02 0.26 0.30
C -1.19 -0.56 0.61
C -2.36 0.33 0.19
O -2.24 1.57 0.86
H 1.83 -0.18 -2.35
H 3.21 -0.43 -1.29
H 2.25 1.06 -1.13
H 0.29 -0.86 -0.81
H 1.83 0.70 1.17
H 1.04 -0.78 1.89
H -1.23 -1.55 0.12
H -1.23 -0.74 1.70
H -2.32 0.46 -0.90
H -3.33 -0.10 0.45
H -1.30 1.81 0.73

These are the Löwdin partial charges, in e, on atoms 1 to 2: -0.094, -0.166

***

Version d
This record from the Open Molecules 2025 dataset describes a 2-piece molecular cluster, C5H11NO overall. The level of theory is the ωB97M-V functional and the def2-TZVPD basis.

Net charge = 0
SMILES = C=CCNC=C.O
Spin multiplicity = 1
Gap between HOMO and LUMO = 0.370 Eh
Molecular weight = 101.149 g/mol

Positions of all 18 atoms, in Å:
C 0.17 1.35 -2.33
C 0.78 1.47 -1.12
N 0.73 0.32 -0.23
C -0.05 0.57 1.12
C -2.32 -0.07 2.17
C -1.18 -0.40 1.37
H -0.65 0.61 -2.61
H 0.58 2.14 -2.97
H 1.37 2.37 -0.98
H 1.78 0.28 0.03
H 0.50 0.67 2.11
H -0.61 1.49 0.79
H -3.26 -0.75 2.13
H -2.55 0.97 2.55
H -1.28 -1.20 0.57
H 2.79 -3.14 -1.00
H 1.28 -3.26 -0.43
O 1.90 -3.40 -1.15

These are the Löwdin partial charges, in e, on atoms 1 to 2: 0.010, -0.274

***

Least stable structure: version d